Entry 1:
This record from the OMol25 dataset describes a single C20H34N2O8 molecule. The level of theory is the ωB97M-V functional and the def2-TZVPD basis.

## Properties
Charge ... 0
SMILES ... CCOC(=O)CCC(=O)N1CCOCCN(C(=O)CCC(=O)OCC)CCOCC1
HOMO level ... -9.0675 eV
Orbital gap ... 9.9 eV
Maximum force ... 0.6 eV Å⁻¹
Energy above the lowest of the compared OMol25 structures with the same formula, charge and spin ... 5.0 kcal/mol

CARTESIAN COORDINATES (ANGSTROEM)
C 3.87 4.22 -5.14
C 3.93 3.29 -6.34
H 4.81 3.49 -6.97
H 3.02 3.37 -6.94
O 4.08 1.93 -5.91
C 2.96 1.24 -5.68
O 1.85 1.63 -5.95
C 3.28 -0.13 -5.12
H 3.30 -0.85 -5.94
C 2.19 -0.50 -4.11
H 2.39 -1.49 -3.68
C 2.13 0.57 -3.03
O 2.83 1.56 -3.09
N 1.22 0.39 -2.04
C 0.39 -0.78 -1.90
H -0.44 -0.51 -1.24
H -0.02 -1.06 -2.88
C 1.13 -2.00 -1.30
H 2.20 -1.92 -1.50
O 1.03 -2.12 0.10
C -0.21 -2.60 0.58
C -0.04 -3.03 2.03
N -0.26 -1.96 2.99
C -1.21 -2.14 3.93
O -1.88 -3.15 3.98
C -1.37 -1.05 4.99
C -2.82 -1.04 5.47
C -3.72 -0.59 4.34
O -3.34 -0.12 3.30
O -5.00 -0.76 4.66
C -5.98 -0.38 3.69
C -6.28 1.11 3.75
H -7.07 1.35 3.05
H -5.39 1.68 3.49
H -6.60 1.39 4.75
H -6.87 -0.97 3.93
H -5.61 -0.65 2.70
H -3.13 -2.04 5.76
H -2.95 -0.37 6.32
H -0.71 -1.30 5.82
H -1.10 -0.07 4.61
C 0.55 -0.77 2.84
H 1.39 -1.03 2.19
H 0.96 -0.48 3.82
C -0.21 0.42 2.21
H -1.29 0.30 2.38
H 0.13 1.35 2.69
O -0.07 0.53 0.82
C 1.17 1.04 0.37
H 1.44 1.92 0.98
H 1.96 0.29 0.47
C 1.03 1.47 -1.09
H 0.03 1.89 -1.22
H 1.78 2.22 -1.32
H -0.77 -3.81 2.28
H 0.97 -3.43 2.16
H -0.51 -3.47 -0.03
H -0.99 -1.84 0.50
H 0.75 -2.92 -1.77
H 1.23 -0.52 -4.62
H 4.26 -0.09 -4.65
H 3.71 5.24 -5.47
H 3.06 3.91 -4.48
H 4.80 4.17 -4.58

***

Entry 2:
This record from the OMol25 dataset describes a molecular structure, C20H35As2F6NO10S3SiV in a non-equilibrium geometry. The level of theory is the ωB97M-V functional and the def2-TZVPD basis.

## Properties
Charge ... -1
HOMO level (alpha / beta) ... -5.2520 / -4.8743 eV
Orbital gap (alpha / beta) ... 7.8 / 7.4 eV
Maximum force ... 2.0 eV Å⁻¹
Energy above the lowest of the compared OMol25 structures with the same formula, charge and spin ... 30.5 kcal/mol
Multiplicity ... 3

CARTESIAN COORDINATES (ANGSTROEM)
V -0.20 -0.19 -0.67
O -2.32 -4.02 0.17
As -2.08 -2.34 0.65
O -3.57 -1.64 0.25
O -0.61 -1.91 -0.10
C -1.44 -2.71 2.43
C -1.57 -3.96 3.00
C -0.85 -4.27 4.15
C 0.02 -3.35 4.70
C 0.17 -2.09 4.13
C -0.56 -1.77 3.00
S -0.66 -0.08 2.42
O -0.37 0.78 3.54
O -2.02 -0.08 1.93
O 0.30 0.13 1.29
H -2.49 -3.99 -0.78
H -2.22 -4.70 2.53
H -0.97 -5.24 4.61
H 0.59 -3.60 5.59
H 0.82 -1.34 4.57
C 2.01 -2.28 -2.34
Si 2.16 -0.70 -1.29
C 3.29 -1.24 0.20
C 3.49 -0.13 1.25
C 4.68 -1.73 -0.22
C 2.57 -2.41 0.88
C 3.14 0.50 -2.47
C 2.16 1.20 -3.42
C 4.14 -0.25 -3.37
C 3.90 1.57 -1.69
H 2.96 -2.80 -2.48
H 1.62 -2.03 -3.33
H 1.30 -2.97 -1.89
H 4.12 0.68 0.88
H 3.98 -0.55 2.14
H 2.54 0.30 1.56
H 5.30 -0.93 -0.61
H 4.63 -2.52 -0.97
H 5.21 -2.14 0.66
H 1.55 -2.14 1.18
H 3.12 -2.71 1.78
H 2.50 -3.27 0.22
H 1.53 0.50 -3.97
H 2.71 1.81 -4.15
H 1.48 1.88 -2.88
H 3.64 -0.94 -4.04
H 4.87 -0.82 -2.79
H 4.69 0.47 -3.99
H 3.29 2.03 -0.91
H 4.24 2.37 -2.36
H 4.79 1.16 -1.20
F -5.21 1.06 -1.61
C -5.05 -0.24 -1.43
F -5.58 -0.90 -2.45
F -5.67 -0.59 -0.32
S -3.19 -0.57 -1.45
O -2.47 0.43 -0.64
O -2.66 -1.86 -1.91
N -3.11 0.22 -2.98
S -1.72 0.01 -3.60
O -1.43 0.88 -4.70
O -0.59 -0.06 -2.60
C -1.62 -1.69 -4.42
F -1.07 -1.54 -5.64
F -2.83 -2.20 -4.59
F -0.86 -2.55 -3.76
C 1.17 3.65 -0.51
As -0.23 2.31 -0.70
C -1.27 2.95 0.82
C -1.24 3.16 -2.12
H 0.67 4.61 -0.38
H 1.81 3.69 -1.39
H 1.77 3.43 0.36
H -1.40 4.03 0.72
H -0.75 2.73 1.75
H -2.24 2.46 0.84
H -1.46 4.18 -1.82
H -2.17 2.61 -2.28
H -0.68 3.15 -3.05

***

Entry 3:
This record from the OMol25 dataset describes a molecular structure, C20H35BBr2CaF4MgO16P2 in a non-equilibrium geometry. The level of theory is the ωB97M-V functional and the def2-TZVPD basis.

## Properties
Charge ... -2
HOMO level ... -1.8856 eV
Orbital gap ... 2.2 eV
Maximum force ... 4.9 eV Å⁻¹

CARTESIAN COORDINATES (ANGSTROEM)
C 3.18 -1.70 -0.43
C 2.89 -3.07 -0.01
C 1.42 -3.33 0.57
O 1.04 -4.65 1.01
C 0.17 -5.32 0.06
O -0.56 -6.31 0.25
C 0.44 -4.50 -1.30
C 0.35 -3.03 -0.65
P -1.25 -2.78 0.39
O -2.65 -2.72 -0.64
O -1.05 -1.20 1.03
H 3.70 -0.92 0.22
H 2.78 -1.42 -1.47
H 3.67 -3.92 -0.11
H 1.26 -2.44 1.28
H 1.46 -4.74 -1.79
H -0.44 -4.80 -1.98
H 0.62 -2.17 -1.36
H -2.95 -1.76 -0.60
H -0.62 -0.63 0.34
Ca -3.79 -4.19 0.37
C -3.04 1.35 1.25
O -2.07 2.04 0.91
O -3.69 1.49 2.32
O -3.51 0.38 0.58
C -6.43 4.88 5.35
C -5.30 4.19 4.58
C -4.24 3.64 5.53
O -4.69 5.12 3.68
H -6.05 5.73 5.93
H -7.17 5.27 4.65
H -6.92 4.18 6.03
H -5.70 3.37 3.98
H -3.78 4.44 6.12
H -3.43 3.16 4.97
H -4.67 2.91 6.22
H -4.32 5.85 4.21
B -8.29 7.32 2.41
F -9.45 8.14 2.64
F -8.69 5.94 2.39
F -7.70 7.67 1.16
F -7.35 7.52 3.47
C 0.56 1.23 -5.65
C 0.80 1.00 -4.17
C 1.30 -0.37 -3.83
O 0.89 -0.51 -2.47
C -0.23 0.25 -2.34
O -0.95 0.22 -1.38
O -0.42 1.04 -3.43
H 1.32 1.92 -6.05
H 0.64 0.31 -6.23
H -0.42 1.67 -5.84
H 1.45 1.78 -3.77
H 2.39 -0.46 -3.91
H 0.83 -1.17 -4.41
C 6.64 -1.99 -4.33
C 5.95 -3.19 -3.72
C 4.49 -2.88 -4.00
O 4.45 -2.12 -5.22
C 5.78 -1.71 -5.55
H 7.69 -2.16 -4.59
H 6.60 -1.14 -3.64
H 6.25 -4.09 -4.26
H 6.17 -3.33 -2.66
H 4.06 -2.26 -3.20
H 3.89 -3.78 -4.11
H 6.11 -2.30 -6.41
H 5.78 -0.65 -5.83
Mg -4.54 6.72 5.51
Br 0.80 4.59 1.11
C 0.98 3.71 2.84
C 1.68 2.38 2.70
Br 0.48 1.02 1.99
H -0.02 3.62 3.27
H 1.57 4.39 3.45
H 1.99 2.00 3.68
H 2.55 2.41 2.05
O 4.13 -6.17 0.91
P 3.86 -7.03 2.16
O 3.70 -6.11 3.38
O 5.03 -7.98 2.40
O 2.58 -7.85 1.95

***

Entry 4:
This record from the OMol25 dataset describes a molecular structure, C20H35BrCoO3S. The level of theory is the ωB97M-V functional and the def2-TZVPD basis.

## Properties
Charge ... 0
HOMO level (alpha / beta) ... -7.5880 / -7.6740 eV
Orbital gap (alpha / beta) ... 7.9 / 7.9 eV
Maximum force ... 0.6 eV Å⁻¹
Energy above the lowest of the compared OMol25 structures with the same formula, charge and spin ... 0.0 kcal/mol
Multiplicity ... 4

CARTESIAN COORDINATES (ANGSTROEM)
Co 0.17 -0.07 -0.31
C 0.91 6.83 2.09
C -0.20 6.10 2.85
C -1.43 7.00 2.90
C 0.27 5.83 4.28
C -0.50 4.76 2.16
C 0.52 3.83 1.98
C 0.22 2.64 1.37
Br 1.66 1.40 1.12
C -1.05 2.24 0.89
O -1.25 1.05 0.35
C -2.06 3.21 1.03
C -1.75 4.41 1.67
C -3.52 3.07 0.53
C -3.84 1.78 -0.23
C -4.48 3.16 1.72
C -3.81 4.23 -0.44
H 1.11 7.80 2.56
H 0.61 7.02 1.05
H 1.84 6.26 2.07
H -1.17 7.94 3.39
H -2.25 6.54 3.47
H -1.80 7.24 1.90
H 0.50 6.77 4.79
H 1.16 5.21 4.30
H -0.51 5.32 4.86
H 1.53 4.03 2.31
H -2.55 5.13 1.78
H -3.76 0.90 0.41
H -3.19 1.62 -1.08
H -4.87 1.85 -0.58
H -4.28 2.35 2.43
H -5.51 3.07 1.38
H -4.38 4.10 2.26
H -3.15 4.18 -1.31
H -3.68 5.21 0.02
H -4.85 4.16 -0.80
C -1.08 -3.89 1.86
S -1.39 -2.43 0.91
C -2.36 -1.52 2.09
O -0.03 -1.73 0.89
H -0.66 -3.60 2.82
H -0.38 -4.49 1.28
H -2.03 -4.42 1.98
H -3.37 -1.93 2.12
H -2.36 -0.49 1.72
H -1.87 -1.57 3.06
C -0.10 -0.31 -4.18
C 1.06 -0.66 -3.24
C 1.63 -2.03 -3.60
C 2.15 0.40 -3.35
O 0.57 -0.73 -1.93
H 0.23 -0.28 -5.22
H -0.51 0.66 -3.91
H -0.89 -1.06 -4.08
H 2.02 -2.05 -4.62
H 0.85 -2.79 -3.51
H 2.44 -2.29 -2.91
H 2.56 0.46 -4.36
H 2.96 0.16 -2.66
H 1.74 1.38 -3.08